An isolated ion of composition C4H10N2O and charge +1 in a non-equilibrium geometry, computed with wB97M-V/def2-TZVPD.

Bonds (Å) are listed after each position.
Element x y z (Å)
1 N -0.571 -1.119 -1.238  C4 1.409, H8 1.018, H9 1.022
2 C -0.566 1.828 -1.807  C3 1.541, H10 1.086, H11 1.085, H12 1.089
3 C 0.301 1.105 -0.758  C2 1.541, C4 1.509, H13 1.093, H14 1.089
4 C -0.457 -0.104 -0.267  N1 1.409, C3 1.509, C5 1.640, H15 1.085
5 C 0.325 -0.603 1.086  C4 1.640, N6 1.337, O7 1.187
6 N -0.144 -0.099 2.231  C5 1.337, H16 1.005, H17 1.008
7 O 1.372 -1.149 0.960  C5 1.187
8 H -1.147 -1.894 -0.916  N1 1.018
9 H 0.317 -1.608 -1.363  N1 1.022
10 H -0.015 2.668 -2.219  C2 1.086
11 H -1.465 2.238 -1.357  C2 1.085
12 H -0.611 1.105 -2.620  C2 1.089
13 H 1.288 0.850 -1.153  C3 1.093
14 H 0.487 1.779 0.077  C3 1.089
15 H -1.440 0.132 0.127  C4 1.085
16 H -0.818 0.635 2.107  N6 1.005
17 H -0.053 -0.497 3.153  N6 1.008

Calculated values
- HOMO-LUMO gap (alpha / beta) (eV) = 12.03 / 7.08
- net charge = +1
- multiplicity = 2
- calculated total energy (Ha) = -342.83968
- energy above the lowest of the compared OMol25 structures with the same formula, charge and spin (kcal per mole) = 18.1
- <S²> = 0.7575
- strongest force on any atom (eV/A) = 2.7